# 1
32
Properties=species:S:1:pos:R:3:forces:R:3 method="wB97M-V/def2-TZVPD" e_homo_ev="-8.5 / -8.6" multiplicity=2 gap_ev="7.8926 / 7.2518" total_charge=0 e_lumo_ev="-0.5878 / -1.3556"
C 2.2985 -0.6864 0.6614 0.011 1.995 1.720
C 1.4623 -1.0203 -0.4449 -0.393 0.221 -0.850
C -0.0285 -1.1614 -0.3139 -0.350 -0.916 -0.509
O -0.5267 -2.2784 -0.3977 0.396 0.489 0.279
C 3.8006 -0.7868 0.5088 0.161 0.300 -0.204
Cl 1.8167 -1.7104 2.1113 0.039 0.688 -0.222
C 2.0161 -1.4251 -1.7726 0.157 0.191 -0.170
N -0.7371 -0.0096 -0.2403 0.241 0.437 0.188
C -2.1287 0.1516 -0.0998 -0.592 -0.016 -0.036
C -2.6419 1.4434 -0.2869 0.004 -0.013 0.282
C -4.0004 1.6918 -0.1216 0.003 -0.069 -0.043
C -4.8778 0.6452 0.1679 0.036 -0.026 -0.153
C -4.3715 -0.6437 0.3212 0.063 0.127 0.079
C -3.0019 -0.8943 0.2274 0.028 -0.052 -0.096
H 4.3031 -0.4167 1.4108 -0.162 -0.212 -0.219
H 4.1076 -1.8226 0.3196 -0.150 0.177 0.116
H 4.1441 -0.1816 -0.3395 -0.096 -0.028 0.193
H 2.2120 -2.5104 -1.7712 -0.157 0.223 -0.192
H 1.3149 -1.1623 -2.5746 0.048 -0.357 0.191
H 2.9559 -0.9171 -2.0202 -0.133 -0.134 0.229
H -0.2101 0.8409 -0.4302 -0.057 -0.143 0.146
H -1.9585 2.2664 -0.5090 -0.175 -0.224 -0.011
H -4.3761 2.7111 -0.2275 0.107 -0.310 -0.015
H -5.9505 0.8299 0.2456 0.335 -0.039 0.028
H -5.0487 -1.4762 0.5233 0.223 0.268 0.001
H -2.6168 -1.8978 0.3882 -0.082 0.306 -0.129
C 1.9419 1.1221 1.2844 0.213 -2.822 -0.154
H 0.9018 1.1063 1.6140 0.275 0.014 -0.147
H 2.6764 1.2841 2.0723 -0.165 0.054 -0.256
N 2.1254 2.0617 0.1943 0.285 0.214 -0.154
O 3.1544 2.7080 0.1542 -0.063 -0.202 0.044
O 1.2433 2.1384 -0.6550 -0.051 -0.142 0.064

---

# 2
10
Properties=species:S:1:pos:R:3:forces:R:3 method="wB97M-V/def2-TZVPD" e_homo_ev="-9.2 / -8.8" gap_ev="7.5264 / 6.9952" total_charge=0 e_lumo_ev="-1.7126 / -1.8337"
C 2.0182 -3.9958 1.4153 -0.384 0.069 -0.508
C 2.4708 -2.8981 1.9333 0.300 0.567 1.627
C 0.0832 -0.4546 0.1514 -2.042 -0.254 -2.601
S -1.0239 -1.9027 0.3671 0.271 0.480 0.063
Cl 0.6622 -4.9309 1.3099 0.316 0.155 0.212
Cl 1.7479 -2.0747 3.3723 0.087 -0.585 -1.097
Br 4.2006 -2.1951 1.5786 -0.334 -0.223 -0.243
H -0.5810 0.4306 0.4897 1.162 -1.111 -1.086
H 0.4261 -0.5130 -1.0061 -0.669 0.885 2.993
H 0.8507 -0.5451 0.8629 1.292 0.017 0.639

---

# 3
81
Properties=species:S:1:pos:R:3:forces:R:3 method="wB97M-V/def2-TZVPD" e_homo_ev=-10.3 smiles="CCOS(C)(=O)=O.CCOS(C)(=O)=O.CCOS(C)(=O)=O.CCOS(C)(=O)=O.CCOS(C)(=O)=O.CO" gap_ev=10.4645 total_charge=0 e_lumo_ev=0.2114
O -2.6589 1.3329 -1.5491 -0.898 0.763 0.134
S -3.8352 1.8853 -0.9110 -1.391 -0.100 -0.483
O -4.2386 3.3042 -1.1093 1.066 -3.385 0.812
O -5.1789 0.9062 -1.3267 1.644 2.150 0.788
C -5.9843 1.4048 -2.3841 0.186 -0.716 -2.839
C -5.1799 1.7409 -3.6845 -0.764 -0.230 0.431
C -3.8249 1.2850 0.7944 -0.545 1.047 -0.027
H -6.7275 2.1933 -2.2661 0.373 0.203 1.253
H -6.5419 0.5062 -2.6481 -0.274 0.027 0.087
H -4.7701 2.7495 -3.7379 0.406 -0.243 0.453
H -5.8757 1.7172 -4.5232 -0.192 -0.220 -0.015
H -4.4525 0.9438 -3.8382 0.295 0.315 -0.107
H -3.7647 0.2024 0.9058 0.054 0.120 -0.712
H -4.8000 1.6177 1.1500 0.181 0.038 0.378
H -3.0027 1.7453 1.3423 -0.075 0.144 -0.142
O 2.2025 0.9899 1.7787 3.815 0.125 0.487
S 3.6727 1.1840 1.9962 -1.165 1.785 1.227
O 4.1339 2.5787 2.2182 -0.901 -3.635 -0.311
O 4.2362 0.2645 3.3212 -0.977 2.857 -1.928
C 3.7508 -1.0442 3.4439 0.431 -1.710 1.177
C 4.1006 -1.5548 4.8926 -0.612 0.777 -0.947
C 4.5821 0.4540 0.6484 -0.454 -0.272 0.760
H 4.2330 -1.6334 2.6638 0.090 -0.428 0.126
H 2.6765 -1.1596 3.3006 -0.150 0.494 -0.004
H 5.1624 -1.5776 5.1380 0.008 -0.302 -0.454
H 3.6006 -2.5143 5.0241 0.332 -0.108 0.074
H 3.6723 -0.8634 5.6183 -0.230 0.068 -0.065
H 5.6057 0.7601 0.8644 -0.048 0.064 -0.634
H 4.0918 0.7569 -0.2768 0.450 0.373 0.032
H 4.4834 -0.6301 0.7023 0.004 0.029 0.141
O 1.5938 2.9836 8.0880 1.659 -2.070 -0.708
S 2.5696 1.9330 7.7494 1.092 -0.481 0.386
O 2.5586 0.6103 8.3996 -0.566 2.252 -0.831
O 2.6168 1.6475 6.1405 -0.013 0.511 1.517
C 1.3892 1.3315 5.4463 -0.723 2.031 -1.419
C 1.0479 2.5368 4.4153 0.455 -2.153 0.984
C 4.3600 2.5471 8.0213 -1.646 0.090 0.194
H 0.5131 1.1940 6.0800 0.338 0.113 0.507
H 1.5480 0.3783 4.9419 0.127 0.201 -0.203
H 1.8152 2.5774 3.6421 -0.143 0.133 0.153
H 0.9428 3.5100 4.8948 0.024 -0.267 0.249
H 0.1070 2.2178 3.9669 -0.037 0.272 -0.221
H 5.0781 2.0762 7.3499 -0.400 -0.124 0.045
H 4.5201 2.2865 9.0675 0.055 -0.357 -0.153
H 4.4198 3.6350 7.9920 -0.297 -0.087 -0.473
O -1.7554 -2.7109 -5.7561 -0.096 -0.238 0.368
S -2.8106 -3.6381 -5.4540 -0.839 0.317 0.109
O -2.7697 -4.9745 -6.0093 -0.291 1.507 1.214
O -2.9456 -3.7651 -3.7786 -0.687 -1.545 -3.329
C -2.9559 -2.6024 -3.0241 2.146 1.349 1.789
C -1.5846 -2.6373 -2.2166 -0.958 -0.030 0.153
C -4.4059 -2.7833 -5.9370 0.838 -0.777 0.948
H -3.8375 -2.5310 -2.3872 0.026 -0.574 0.203
H -3.0152 -1.6884 -3.6151 0.354 -0.014 -0.340
H -1.4919 -1.8635 -1.4545 -0.003 0.577 -0.479
H -0.7361 -2.6797 -2.8995 -0.134 0.504 -0.161
H -1.4381 -3.5261 -1.6029 -0.667 -0.462 -0.251
H -4.4033 -2.5949 -7.0105 0.106 -0.425 0.105
H -4.5023 -1.8248 -5.4271 0.330 -0.107 0.119
H -5.1892 -3.4506 -5.5776 -0.079 0.034 -0.407
O 4.4333 0.1367 -4.2853 -3.189 -0.346 1.795
S 3.1508 -0.3608 -3.7204 0.734 -1.066 -1.265
O 3.1030 -1.0998 -2.4501 0.361 1.912 -1.194
O 1.9516 0.7951 -3.8082 2.232 -0.723 0.877
C 0.7617 0.3595 -3.1493 -2.099 -0.996 -1.685
C -0.4486 0.6528 -4.1008 0.980 0.834 1.204
C 2.4545 -1.5219 -4.9513 0.032 1.111 0.880
H 0.6714 0.7003 -2.1179 0.099 0.292 -0.267
H 0.6452 -0.7235 -3.1897 0.910 -0.260 0.735
H -0.4719 1.7198 -4.3223 -0.406 -0.036 -0.053
H -1.3201 0.3263 -3.5335 -0.235 0.248 -0.258
H -0.3611 0.0865 -5.0281 0.059 -0.030 0.113
H 2.0667 -2.3560 -4.3664 0.560 -0.301 -0.414
H 3.2978 -1.6458 -5.6307 -0.436 -0.612 -0.053
H 1.5928 -1.0281 -5.4005 0.326 -0.016 -0.323
C -0.5679 -0.8464 1.2368 -0.482 0.246 0.317
O -0.1370 0.0048 2.2927 -0.742 -0.447 -0.460
H -0.3698 -1.8894 1.4839 0.030 -0.146 -0.178
H -1.6410 -0.7125 1.1008 -0.171 -0.163 0.311
H -0.1861 -0.6035 0.2452 0.617 0.115 0.075
H 0.7666 0.2665 2.1015 0.191 0.172 0.084